# C19H31N3O2S

The molecule C19H31N3O2S (ωB97M-V/def2-TZVPD, the OMol25 dataset).

Each line ends with the natural charge from an NBO analysis.
Positions of all 56 atoms, in Å:
1 C -7.496938 0.380496 0.339570  -0.625
2 C -6.009398 0.265173 0.192807  -0.007
3 C -5.196318 1.385386 0.240934  -0.219
4 C -3.813953 1.302182 0.130566  -0.024
5 C -3.225516 0.047711 -0.059971  0.197
6 C -4.034621 -1.095803 -0.099943  -0.013
7 C -5.407639 -0.973944 0.031937  -0.220
8 H -6.022505 -1.862773 -0.002525  0.201
9 C -3.420277 -2.450644 -0.288359  -0.638
10 H -2.521111 -2.370431 -0.893250  0.228
11 H -3.142602 -2.880088 0.674511  0.213
12 H -4.124713 -3.125951 -0.768217  0.214
13 N -1.832591 -0.170577 -0.234766  -0.504
14 C -1.060903 -0.438169 0.960016  -0.237
15 H -1.656516 -1.049722 1.640000  0.212
16 C 0.217433 -1.184652 0.569032  -0.228
17 N 0.970956 -0.471942 -0.446557  -0.697
18 S 1.894402 0.821334 0.135714  2.460
19 O 1.581828 1.086463 1.506722  -0.948
20 O 1.821800 1.895505 -0.804675  -0.945
21 N 3.440053 0.231824 0.081696  -0.688
22 C 3.869937 -0.135350 -1.248780  -0.223
23 H 3.719242 -1.213725 -1.406324  0.178
24 C 5.325237 0.236445 -1.528746  -0.396
25 H 5.579688 -0.143022 -2.521026  0.209
26 H 5.409096 1.323746 -1.551343  0.205
27 C 6.311445 -0.312185 -0.499585  -0.406
28 H 6.187239 -1.391697 -0.397341  0.193
29 C 6.157480 0.368377 0.862150  -0.401
30 C 5.159790 -0.313369 1.798030  -0.399
31 C 3.820342 -0.678082 1.137883  -0.233
32 H 3.858674 -1.701076 0.739803  0.179
33 H 3.036445 -0.632699 1.893962  0.232
34 H 5.596928 -1.230732 2.198588  0.201
35 H 4.972300 0.359743 2.635261  0.211
36 H 7.124175 0.394962 1.370324  0.210
37 H 5.839477 1.398788 0.701128  0.207
38 H 7.321700 -0.132106 -0.874337  0.213
39 H 3.225598 0.408025 -1.940039  0.226
40 C 0.145347 -0.159638 -1.599581  -0.215
41 H 0.749533 0.424413 -2.291421  0.226
42 C -1.095211 0.633643 -1.181794  -0.240
43 H -1.728258 0.828935 -2.049322  0.214
44 H -0.732533 1.586891 -0.767522  0.187
45 H -0.142000 -1.106282 -2.066696  0.201
46 H 0.859433 -1.306560 1.439759  0.219
47 H -0.031781 -2.168606 0.159457  0.204
48 H -0.765750 0.486604 1.481714  0.194
49 C -3.013350 2.567691 0.244357  -0.635
50 H -2.698598 2.920577 -0.737540  0.219
51 H -3.618665 3.347712 0.701767  0.217
52 H -2.126154 2.421748 0.855633  0.219
53 H -5.648634 2.357610 0.382218  0.200
54 H -8.004692 -0.327413 -0.312242  0.215
55 H -7.834655 1.385752 0.099766  0.214
56 H -7.789697 0.159491 1.366583  0.219

Cartesian forces (eV/Å) of the 3 atoms listed first:
0.034 -0.018 0.067
0.039 -0.009 -0.027
-0.037 -0.118 -0.021

Strongest force on any atom   0.0187 hartree/bohr
Total energy   -1455.516567 hartree
Total charge   0
Energy above the lowest of the compared OMol25 structures with the same formula, charge and spin   20.39 kJ/mol
HOMO   -8.04 eV
LUMO energy   0.82 eV
Gap between HOMO and LUMO   8.861 eV